1.
Molecular formula: C24H35AlBr3Cl2F6N3O12S2
Method: DFT, wB97M-V/def2-TZVPD

## Properties
- Max |F|: 6.8 eV Å⁻¹
- E_LUMO: 0.03 eV
- Energy: -334199.8807 eV
- Charge: -2
- HOMO: -1.396 eV
- Frontier orbital gap: 1.43 eV

Structure (XYZ):
```
88
Properties=species:S:1:pos:R:3:mulliken_charge:R:1
C 4.049 -2.265 2.222 -0.725
C 4.826 -1.121 1.283 -0.251
O 3.898 -0.252 0.540 -0.339
C 4.010 -0.452 -0.923 -0.384
C 2.804 0.253 -1.792 1.121
O 1.557 -0.555 -1.859 0.011
C 0.751 -0.067 -0.730 0.360
C -0.657 -0.867 -0.478 0.522
C -1.996 -0.037 0.086 -0.602
C -3.327 -1.022 0.331 -0.177
C -4.674 -0.234 0.919 0.616
F -5.847 -0.398 0.029 -0.261
F -4.375 1.197 1.217 -0.300
C -5.038 -1.023 2.348 0.680
F -3.707 -1.409 2.935 -0.222
F -5.748 -2.292 2.059 -0.099
F -5.814 -0.177 3.288 -0.050
N -3.371 -2.485 0.065 -0.596
N -2.229 -3.083 -0.377 0.386
C -0.870 -2.510 -0.703 0.038
C 0.345 -3.471 -1.240 0.292
C 0.061 -4.281 -2.675 -0.136
C 1.185 -5.278 -3.342 -0.562
C 2.627 -5.462 -2.576 -0.387
C 2.890 -4.648 -1.156 -0.432
C 1.793 -3.636 -0.467 -0.062
H 4.532 -2.374 3.293 0.336
H 2.915 -1.967 2.399 0.197
H 4.077 -3.312 1.677 0.154
H 5.663 -1.621 0.601 0.293
H 5.374 -0.414 2.074 0.238
H 4.207 -1.591 -1.220 0.307
H 5.012 0.113 -1.244 0.138
H 2.588 1.340 -1.348 -0.289
H 3.199 0.446 -2.897 0.035
H 0.450 1.056 -1.001 -0.207
H 1.310 -0.012 0.297 0.275
H -1.979 1.110 0.321 0.295
H -2.295 -4.138 -0.523 0.299
H -0.979 -4.175 -3.249 0.309
H 0.932 -5.852 -4.333 0.277
H 3.456 -6.169 -3.020 0.261
H 3.920 -4.774 -0.589 0.152
H 1.926 -3.045 0.536 0.134
Cl -7.547 -0.110 3.620 0.034
C -1.149 4.350 -2.869 -0.689
C -0.304 5.469 -2.316 -0.536
C 0.537 4.750 -1.283 -0.203
O 0.714 3.406 -1.752 -0.420
C -0.183 3.185 -2.849 -0.299
H -1.551 4.554 -3.864 0.367
H -1.989 4.151 -2.192 0.250
H 0.340 5.873 -3.107 0.246
H -0.885 6.293 -1.894 0.361
H 0.025 4.703 -0.317 0.088
H 1.514 5.220 -1.138 0.171
H 0.414 3.150 -3.767 0.267
H -0.689 2.223 -2.725 0.297
F -5.647 -1.244 5.150 -0.547
Al 3.953 1.843 -2.751 0.111
C 2.192 5.401 2.600 -0.730
S 2.918 6.728 1.607 0.459
O 3.002 6.237 0.192 -0.574
C 4.576 6.612 2.321 -0.625
H 1.152 5.267 2.294 0.298
H 2.739 4.469 2.437 0.260
H 2.225 5.675 3.657 0.265
H 4.977 5.606 2.175 0.305
H 4.532 6.847 3.387 0.017
H 5.221 7.335 1.818 0.331
Cl -0.847 -4.911 -4.694 -0.664
C -6.250 -5.451 0.622 -0.210
Br -6.867 -6.605 -0.818 -0.073
Br -7.431 -5.526 2.166 0.015
Br -4.403 -5.823 1.105 -0.022
H -6.282 -4.424 0.244 0.227
O 3.089 7.351 5.825 -0.639
H 3.097 6.386 5.915 0.324
H 3.874 7.543 5.291 0.293
N -5.947 -5.358 5.479 0.918
O -6.813 -6.191 5.793 -0.630
O -6.217 -4.146 5.490 -0.513
O -4.809 -5.738 5.155 -0.619
O -0.560 0.628 -5.132 -0.683
S -0.547 -0.830 -5.357 1.114
O -1.386 -1.155 -6.524 -0.708
O -1.076 -1.515 -4.164 -0.508
O 0.836 -1.275 -5.606 -0.776
```


2.
Molecular formula: C24H35AsBrF3NO6S2SiV
Method: DFT, wB97M-V/def2-TZVPD

## Properties
- Expectation value of S²: 3.77
- Energy above the lowest of the compared OMol25 structures with the same formula, charge and spin: 0.0 kcal/mol
- Spin multiplicity: 4
- Max |F|: 4.3 eV Å⁻¹
- E_LUMO (alpha / beta): 2.18 / 2.18 eV
- Energy: -233506.3383 eV
- Charge: -1
- HOMO (alpha / beta): -2.988 / -5.451 eV
- Frontier orbital gap (alpha / beta): 5.17 / 7.63 eV

Structure (XYZ):
```
75
Properties=species:S:1:pos:R:3:mulliken_charge:R:1
V -1.370 -0.706 4.040 0.604
O -4.943 -0.519 2.179 -0.652
As -4.397 -2.122 2.968 0.023
O -3.027 -1.859 3.869 -0.314
O -2.351 0.323 5.442 -0.513
C -2.845 1.499 5.163 0.441
C -3.976 1.931 5.880 -0.618
C -4.501 3.174 5.640 -0.287
C -4.012 4.015 4.618 -0.569
C -2.955 3.592 3.852 -0.554
C -2.397 2.336 4.048 0.026
S -1.215 1.653 2.946 1.444
O -0.728 2.557 1.974 -0.602
O -2.100 0.403 2.445 -0.551
O -0.166 0.944 3.800 -0.528
H -4.186 0.079 2.199 0.371
H -4.379 1.321 6.634 0.488
H -5.328 3.560 6.287 0.269
H -4.529 4.937 4.379 0.352
H -2.522 4.212 3.073 0.426
F 3.316 -5.240 4.386 -0.292
C 2.080 -4.784 3.951 0.735
F 2.391 -4.008 2.849 -0.238
F 1.415 -5.845 3.435 -0.249
C 1.351 -3.908 4.933 -0.160
C 1.725 -3.909 6.282 -0.339
C 0.937 -3.170 7.178 -0.553
C 0.080 -2.172 6.743 -0.341
N 0.062 -1.843 5.414 -0.340
C 0.506 -2.745 4.518 0.703
S 0.067 -2.267 2.888 -0.335
H 2.545 -4.546 6.630 0.410
H 0.961 -3.334 8.266 0.331
H -0.540 -1.565 7.436 0.406
C 1.771 -2.325 -3.370 -2.088
C 0.600 -1.448 -3.810 2.046
C 0.434 -1.494 -5.399 -1.667
C -0.701 -2.005 -3.188 -1.901
Si 1.106 0.406 -3.491 -0.227
Br 1.046 0.116 -1.221 -0.381
C 2.951 0.947 -3.798 2.250
C 3.121 2.529 -3.723 -1.750
C 3.916 0.443 -2.685 -1.976
C 3.447 0.449 -5.174 -1.773
C -0.325 1.737 -3.727 2.288
C -0.271 2.430 -5.092 -1.644
C -1.703 1.125 -3.583 -1.890
C -0.149 2.843 -2.657 -2.220
H 1.639 -3.295 -3.785 0.595
H 1.870 -2.323 -2.294 0.348
H 2.715 -1.989 -3.734 0.365
H -0.115 -2.365 -5.740 0.454
H 1.400 -1.542 -5.885 0.368
H -0.088 -0.633 -5.842 0.307
H -0.693 -3.071 -3.436 0.587
H -1.586 -1.563 -3.678 0.348
H -0.765 -1.853 -2.113 0.312
H 2.900 2.902 -2.695 0.312
H 2.481 3.053 -4.465 0.221
H 4.153 2.763 -3.926 0.591
H 3.740 0.900 -1.726 0.442
H 4.943 0.722 -2.907 0.518
H 3.853 -0.630 -2.598 0.338
H 2.928 0.838 -6.051 0.365
H 3.477 -0.646 -5.232 0.328
H 4.474 0.807 -5.310 0.478
H -0.384 1.723 -5.910 0.309
H 0.646 3.035 -5.250 0.236
H -1.127 3.112 -5.129 0.507
H -2.049 0.502 -4.417 0.312
H -2.459 1.907 -3.411 0.504
H -1.750 0.457 -2.711 0.390
H 0.817 3.277 -2.656 0.287
H -0.344 2.502 -1.680 0.631
H -0.890 3.662 -2.847 0.487
```


3.
Molecular formula: C24H35BrIrN2O5Sb
Method: DFT, wB97M-V/def2-TZVPD

## Properties
- Energy above the lowest of the compared OMol25 structures with the same formula, charge and spin: 17.2 kcal/mol
- Max |F|: 0.7 eV Å⁻¹
- E_LUMO: -7.33 eV
- Energy: -118078.8871 eV
- Charge: +2
- HOMO: -14.784 eV
- Frontier orbital gap: 7.45 eV

Structure (XYZ):
```
69
Properties=species:S:1:pos:R:3:mulliken_charge:R:1
Ir 1.294 -0.897 0.090 2.863
O 5.615 1.158 0.369 -0.445
C 4.376 0.705 0.362 -0.151
O 3.596 0.812 -0.548 -0.452
C 4.001 0.032 1.647 0.599
C 4.855 -0.013 2.732 -0.699
C 4.429 -0.643 3.896 -0.486
C 3.167 -1.206 3.935 -0.862
C 2.373 -1.123 2.804 0.868
N 2.773 -0.516 1.679 -0.242
C 0.988 -1.713 2.798 -0.081
O 0.521 -2.268 3.750 -0.583
O 0.311 -1.509 1.672 -0.437
H 5.811 1.598 -0.474 0.403
H 5.833 0.439 2.663 0.555
H 5.082 -0.696 4.757 0.483
H 2.778 -1.709 4.809 0.563
O -0.392 -5.407 -3.589 -0.488
C -0.140 -4.444 -2.719 0.826
C -0.605 -4.431 -1.399 -0.729
C -0.287 -3.375 -0.579 -0.404
N 0.462 -2.348 -1.018 -0.525
C 0.925 -2.390 -2.278 0.281
Br 2.059 -0.894 -2.582 -0.071
C 0.661 -3.381 -3.172 -0.546
H -0.933 -6.117 -3.216 0.344
H -1.210 -5.240 -1.011 0.411
H -0.623 -3.315 0.447 0.480
H 1.061 -3.373 -4.176 0.547
C -2.763 -0.688 1.738 -1.571
C -2.053 0.659 1.641 1.583
C -1.213 0.951 2.881 -1.455
C -3.080 1.788 1.512 -1.577
Sb -0.815 0.636 -0.210 -0.073
C -2.133 0.269 -1.962 1.810
C -3.408 1.093 -1.780 -1.927
C -2.524 -1.202 -2.069 -1.642
C -1.426 0.715 -3.238 -1.771
C 0.172 2.584 -0.504 1.600
C -0.885 3.668 -0.712 -1.431
C 1.103 2.543 -1.712 -1.480
C 0.989 2.872 0.754 -1.680
H -3.379 -0.676 2.641 0.529
H -2.068 -1.520 1.827 0.141
H -3.436 -0.857 0.895 0.288
H -1.873 0.841 3.746 0.537
H -0.844 1.974 2.890 0.340
H -0.383 0.269 3.026 0.021
H -3.685 1.763 2.422 0.546
H -3.760 1.679 0.674 0.226
H -2.618 2.771 1.468 0.290
H -4.038 0.700 -0.985 0.394
H -3.981 1.017 -2.709 0.564
H -3.223 2.151 -1.599 0.424
H -3.037 -1.572 -1.181 0.278
H -1.675 -1.846 -2.284 0.368
H -3.216 -1.299 -2.911 0.551
H -1.309 1.797 -3.283 0.386
H -2.055 0.427 -4.086 0.541
H -0.451 0.252 -3.379 0.244
H -1.512 3.477 -1.584 0.307
H -0.370 4.616 -0.892 0.530
H -1.525 3.811 0.155 0.251
H 0.577 2.407 -2.653 0.230
H 1.874 1.784 -1.612 0.035
H 1.611 3.511 -1.763 0.565
H 0.365 3.020 1.634 0.285
H 1.552 3.796 0.593 0.519
H 1.713 2.082 0.966 0.207
```


4.
Molecular formula: C24H35Cl2N2O4PS4SbSe4Ti
Method: DFT, wB97M-V/def2-TZVPD

## Properties
- Energy above the lowest of the compared OMol25 structures with the same formula, charge and spin: 43.5 kcal/mol
- Max |F|: 1.2 eV Å⁻¹
- E_LUMO: 1.83 eV
- Energy: -405345.5629 eV
- Charge: -1
- HOMO: -5.239 eV
- Frontier orbital gap: 7.07 eV

Structure (XYZ):
```
78
Properties=species:S:1:pos:R:3:mulliken_charge:R:1
Ti 1.193 -0.518 0.521 0.666
S -1.792 -4.158 2.399 -0.567
Sb -1.580 -3.026 0.502 0.491
S -1.327 -0.568 1.136 -0.186
S 0.863 -3.072 -0.047 -0.033
S -3.023 -3.163 -1.194 -0.569
Se 1.811 1.661 1.840 -0.388
Se -0.191 2.714 2.278 -0.031
Se -1.172 1.334 3.961 -0.290
Se -0.466 -0.733 3.213 0.122
O 2.339 -1.646 1.476 -0.323
N 1.096 -2.225 1.500 -0.361
C -2.966 2.922 -4.094 -1.720
C -2.521 1.790 -3.167 1.351
C -3.429 0.568 -3.355 -1.648
P -2.283 2.074 -1.334 1.010
C -3.997 2.142 -0.604 0.471
C -5.112 2.941 -1.275 -1.504
C -3.863 2.539 0.869 -1.118
C -1.564 3.780 -1.148 1.088
C -2.407 5.016 -1.456 -1.697
C -0.220 3.814 -1.883 -1.481
H -3.049 2.546 -5.119 0.504
H -2.257 3.749 -4.104 0.323
H -3.940 3.323 -3.814 0.202
H -1.513 1.493 -3.484 -0.462
H -4.479 0.840 -3.228 0.349
H -3.224 -0.240 -2.647 0.281
H -3.316 0.161 -4.362 0.472
H -4.290 1.085 -0.618 0.377
H -4.924 4.015 -1.242 0.161
H -6.054 2.760 -0.749 0.492
H -5.262 2.662 -2.316 0.281
H -3.535 3.577 0.972 0.200
H -3.140 1.912 1.392 0.003
H -4.827 2.448 1.376 0.485
H -1.327 3.799 -0.079 -0.357
H -2.851 4.989 -2.451 0.230
H -1.782 5.912 -1.399 0.470
H -3.217 5.143 -0.738 0.326
H -0.355 3.823 -2.968 0.195
H 0.385 2.945 -1.620 0.063
H 0.334 4.716 -1.612 0.502
Cl 2.140 -4.103 -3.213 -0.137
C 3.689 -4.072 -2.439 1.286
C 4.131 -5.278 -1.912 -0.835
C 5.287 -5.342 -1.161 -0.435
C 6.011 -4.183 -0.934 -0.653
C 5.583 -2.995 -1.486 0.660
Cl 6.538 -1.571 -1.194 -0.255
C 4.414 -2.881 -2.270 -1.030
N 4.067 -1.620 -2.726 -0.024
C 3.404 -1.212 -3.879 0.459
C 3.428 -1.978 -5.044 -0.332
C 2.765 -1.551 -6.180 -0.622
C 2.099 -0.337 -6.189 -0.879
C 2.131 0.459 -5.055 -0.688
C 2.781 0.053 -3.897 0.917
C 2.879 1.018 -2.731 -1.947
C 2.245 0.528 -1.452 0.902
O 2.937 -0.059 -0.567 -0.802
O 1.018 0.673 -1.243 1.082
H 3.519 -6.155 -2.068 0.431
H 5.611 -6.281 -0.735 0.374
H 6.911 -4.188 -0.336 0.412
H 4.273 -0.895 -2.054 0.099
H 3.961 -2.919 -5.045 0.552
H 2.777 -2.172 -7.067 0.404
H 1.574 -0.002 -7.074 0.398
H 1.638 1.424 -5.058 0.344
H 2.365 1.939 -3.006 0.465
H 3.922 1.267 -2.520 0.390
C -0.815 -1.457 -3.645 -0.560
O -0.615 -1.178 -2.275 0.493
H -0.711 -0.560 -4.267 0.082
H -1.794 -1.914 -3.824 0.296
H -0.042 -2.159 -3.951 0.016
H -1.184 -0.442 -2.016 -0.243
```